14
Properties=species:S:1:pos:R:3:forces:R:3:lowdin_charge:R:1 method="wB97M-V/def2-TZVPD" smiles="O=c1[nH]c2ncccc2o1" charge=0 homo_ev=-9.267 e_above_lowest_kj_mol=0.0 e_tot_ev=-13361.8276 multiplicity=1 max_force_ev_per_a=5.15
O -3.24160 0.10958 -0.08181 5.0 -0.9 0.5 0.049
C -1.97937 -0.00601 -0.00177 -5.1 0.2 -0.5 -0.444
N -1.18084 -1.14971 -0.00089 0.5 1.4 0.2 0.210
C 0.13982 -0.67933 0.02659 2.5 -0.5 0.8 -0.240
N 1.26865 -1.41002 0.01186 -1.0 0.5 -0.5 0.120
C 2.44207 -0.72918 -0.05628 -0.9 -1.6 1.2 -0.162
C 2.52953 0.63007 0.01157 2.2 0.4 -1.7 -0.103
C 1.36952 1.39607 -0.03836 -0.6 2.0 1.1 0.007
C 0.15421 0.73638 0.12118 -0.6 -1.8 -1.5 -0.133
O -1.19536 1.11293 0.03941 1.0 0.4 0.3 0.124
H -1.49974 -2.11384 0.14236 0.2 0.9 -0.2 0.183
H 3.35447 -1.34300 -0.02365 -0.6 0.2 -0.2 0.111
H 3.61278 0.99310 -0.19207 -2.3 0.1 0.7 0.140
H 1.47871 2.51382 -0.04181 -0.5 -1.2 -0.1 0.138